# 1
Density functional theory data (the ωB97M-V functional and the def2-TZVPD basis) for a structure of composition C16H14BaN6O6S.

Orbital gap: 0.3072 Eh
Highest occupied orbital energy: -8.537 eV
Spin multiplicity: 1
Energy above the lowest of the compared OMol25 structures with the same formula, charge and spin: 1.1 kcal/mol

Structure (XYZ):
```
44
C16H14BaN6O6S, DFT the ωB97M-V functional and the def2-TZVPD basis
Ba -0.50 -1.26 0.78
N 7.27 1.60 -2.38
C 6.05 1.18 -1.88
C 5.15 0.48 -2.71
C 3.96 0.02 -2.20
C 3.64 0.24 -0.87
C 4.52 0.93 -0.04
C 5.71 1.39 -0.54
S 2.11 -0.32 -0.26
O 1.85 -1.66 -0.78
O 2.12 -0.26 1.21
N 0.87 0.53 -0.77
C 0.57 1.71 -0.14
N -0.69 1.79 0.32
C -1.06 2.94 0.88
C -0.21 4.01 1.01
C 1.09 3.80 0.56
N 1.49 2.67 -0.01
H 7.34 1.70 -3.38
H 7.73 2.34 -1.87
H 5.41 0.31 -3.74
H 3.27 -0.53 -2.83
H 4.25 1.10 1.00
H 6.40 1.92 0.10
H -2.09 2.99 1.24
H -0.51 4.94 1.45
H 1.85 4.57 0.66
C -4.65 0.61 0.96
C -4.50 -0.87 0.95
N -3.37 -1.53 1.07
C -3.69 -2.87 1.01
C -5.04 -3.00 0.85
N -5.53 -1.73 0.83
C -6.00 -4.13 0.69
O -5.50 -5.33 0.66
O -7.18 -3.87 0.60
C -2.63 -3.93 1.07
O -2.99 -5.11 0.91
O -1.45 -3.53 1.26
H -3.67 1.07 0.91
H -5.15 0.96 1.86
H -5.24 0.95 0.10
H -6.52 -1.53 0.72
H -4.48 -5.30 0.74
```

***

# 2
Density functional theory data (the ωB97M-V functional and the def2-TZVPD basis) for the ion C4H9NO with charge -1.

Orbital gap (spin up / spin down): 0.0989 / 0.2318 Eh
Highest occupied orbital energy (spin up / spin down): 1.063 / -2.675 eV
Spin multiplicity: 2
Charge: -1
Expectation value of S²: 0.7536
Energy above the lowest of the compared OMol25 structures with the same formula, charge and spin: 31.1 kcal/mol

Structure (XYZ):
```
15
C4H9NO, DFT the ωB97M-V functional and the def2-TZVPD basis
C -1.29 1.29 1.41
C -0.33 1.16 0.17
N -0.36 -0.20 -0.36
C 0.90 -0.94 -0.31
C 1.16 -1.71 -1.64
O 2.22 -2.26 -2.04
H -0.98 0.41 1.97
H -1.02 2.14 2.00
H -2.41 1.10 1.28
H -0.59 1.87 -0.70
H 0.70 1.51 0.45
H -1.23 -0.54 -0.06
H 1.08 -1.66 0.48
H 1.86 -0.32 -0.30
H 0.29 -1.85 -2.35
```

***

# 3
Density functional theory data (the ωB97M-V functional and the def2-TZVPD basis) for the ion C5H10NO2 with charge -1.

Orbital gap: 0.2272 Eh
Highest occupied orbital energy: -2.681 eV
Spin multiplicity: 1
Charge: -1
Energy above the lowest of the compared OMol25 structures with the same formula, charge and spin: 37.9 kcal/mol

Structure (XYZ):
```
18
C5H10NO2, DFT the ωB97M-V functional and the def2-TZVPD basis
C 2.59 -0.45 1.33
C 1.41 -0.01 0.49
C 0.12 -0.66 0.92
O 0.06 -1.31 1.97
N -0.90 -0.55 0.06
C -1.01 0.42 -1.05
C -2.47 0.68 -1.45
O -2.56 1.28 -2.65
H 2.57 -1.53 1.49
H 2.50 -0.03 2.33
H 3.56 -0.20 0.91
H 1.55 -0.20 -0.57
H 1.29 1.07 0.56
H -1.80 -0.88 0.38
H -0.54 1.37 -0.76
H -0.46 0.07 -1.92
H -2.95 1.25 -0.62
H -2.97 -0.33 -1.40
```

***

# 4
Density functional theory data (the ωB97M-V functional and the def2-TZVPD basis) for a structure of composition C41H24N10Y.

Orbital gap (spin up / spin down): 0.1718 / 0.1887 Eh
Highest occupied orbital energy (spin up / spin down): -8.792 / -9.232 eV
Spin multiplicity: 1
Charge: +1

Structure (XYZ):
```
76
C41H24N10Y, DFT the ωB97M-V functional and the def2-TZVPD basis
Y -0.01 -0.15 0.23
C 0.41 5.56 3.43
C -0.97 5.61 3.25
C -1.63 4.71 2.44
C -0.86 3.74 1.81
C -1.22 2.59 1.01
N -0.07 1.87 0.72
C 0.99 2.50 1.31
N 2.26 2.12 1.28
C 2.76 0.94 1.04
C 4.19 0.71 1.10
C 5.27 1.58 1.18
C 6.53 1.01 1.26
C 6.71 -0.37 1.27
C 5.63 -1.24 1.21
C 4.37 -0.68 1.12
C 3.03 -1.26 1.07
N 2.84 -2.52 1.35
C 1.71 -3.20 1.35
N -0.53 -1.99 1.26
C -1.77 -2.77 1.53
N -2.89 -2.37 1.09
C -3.11 -1.15 0.56
N -2.20 -0.11 0.59
C -2.89 1.06 0.38
N -2.45 2.26 0.70
C -4.26 0.76 0.05
C -5.34 1.56 -0.30
C -6.53 0.94 -0.58
C -6.66 -0.46 -0.53
C -5.60 -1.26 -0.15
C -4.39 -0.65 0.14
C -1.23 -3.97 2.24
C -1.83 -5.23 2.75
C -0.99 -6.05 3.41
C 0.41 -5.85 3.75
C 1.41 -5.09 3.20
C 1.24 -4.32 2.01
N 2.09 -0.26 0.92
C 0.53 3.68 2.01
C 1.19 4.59 2.82
H 0.89 6.29 4.08
H -1.54 6.37 3.77
H -2.70 4.73 2.30
H 5.12 2.64 1.19
H 7.40 1.66 1.32
H 7.71 -0.77 1.34
H 5.76 -2.31 1.25
H -5.23 2.64 -0.33
H -7.39 1.53 -0.86
H -7.61 -0.90 -0.77
H -5.70 -2.34 -0.10
H -2.86 -5.46 2.58
H -1.40 -6.96 3.82
H 0.71 -6.42 4.62
H 2.37 -5.06 3.69
H 2.25 4.52 2.97
N -0.02 -1.36 2.47
C 0.35 -2.99 0.62
C -0.07 -4.33 1.27
C -0.25 -5.49 0.37
C -0.06 -5.38 -0.95
C 0.14 -4.11 -1.61
C 0.11 -4.02 -3.00
C 0.13 -2.77 -3.60
C 0.17 -1.64 -2.80
N 0.23 -1.70 -1.46
C 0.26 -2.92 -0.87
H 0.58 -2.00 3.01
H -0.83 -1.13 3.07
H -0.75 -3.55 3.14
H -0.48 -6.43 0.83
H -0.15 -6.24 -1.59
H 0.04 -4.92 -3.59
H 0.11 -2.67 -4.67
H 0.16 -0.65 -3.24
```

***

# 5
Density functional theory data (the ωB97M-V functional and the def2-TZVPD basis) for a structure of composition C4H11HgO3.

Orbital gap: 0.2743 Eh
Highest occupied orbital energy: -12.282 eV
Spin multiplicity: 1
Charge: +1

Structure (XYZ):
```
19
C4H11HgO3, DFT the ωB97M-V functional and the def2-TZVPD basis
C -0.81 -1.80 -0.17
O -0.65 -0.39 -0.32
C 0.28 0.17 0.56
C 0.33 1.67 0.38
O -0.86 2.26 0.86
C -0.87 3.65 0.74
H -1.64 -2.09 -0.84
H -1.20 -2.00 0.85
H 1.29 -0.24 0.37
H 0.02 -0.07 1.61
H 0.47 1.92 -0.69
H 1.20 2.06 0.94
H -1.83 4.02 1.14
H -0.05 4.12 1.31
H -0.79 3.96 -0.32
Hg 0.81 -2.98 -0.61
O 1.39 -4.44 -1.73
H 1.91 -5.20 -1.46
H 1.00 -4.63 -2.60
```

***

# 6
Density functional theory data (the ωB97M-V functional and the def2-TZVPD basis) for a structure of composition C4H7NO2.

Orbital gap: 0.3688 Eh
Highest occupied orbital energy: -9.363 eV
Spin multiplicity: 1
Energy above the lowest of the compared OMol25 structures with the same formula, charge and spin: 73.6 kcal/mol

Structure (XYZ):
```
14
C4H7NO2, DFT the ωB97M-V functional and the def2-TZVPD basis
C 1.50 -0.84 -0.71
C 0.18 -0.11 -0.58
C -0.75 -0.53 0.56
O 0.01 -0.24 1.63
C 0.17 1.15 0.28
O 0.67 2.21 0.41
N -1.53 0.78 0.50
H 1.92 -0.99 0.28
H 1.36 -1.81 -1.19
H 2.21 -0.27 -1.32
H -0.29 0.08 -1.56
H -1.37 -1.44 0.56
H -2.16 1.00 -0.27
H -1.91 0.99 1.42
```

***

| no. | E (hartree) | largest force on an atom (eV Å⁻¹) |
| --- | --- | --- |
| 1 | -1821.97576 | 0.79 |
| 2 | -287.69562 | 3.13 |
| 3 | -401.76648 | 1.00 |
| 4 | -2162.51846 | 2.61 |
| 5 | -537.78484 | 5.07 |
| 6 | -361.76358 | 1.02 |